The following is a quantum chemistry calculation of a 7-piece molecular cluster, C27H62ClIN10O7P overall at a distorted geometry, from OMol25.

Spin multiplicity ... 1
HOMO energy ... -10.86 eV
Charge ... +1
Electronic energy ... -3239.37300 Eh
Kohn-Sham gap ... 8.234 eV

Positions of all 109 atoms, in Å:
C (-0.73093, 3.88624, 5.22588)
C (-0.68913, 3.77833, 3.65883)
C (0.71258, 3.33844, 3.10745)
N (0.62513, 2.73267, 1.76510)
C (0.45103, 1.27982, 1.79306)
C (1.53401, 0.36253, 2.44909)
C (1.29925, 0.01389, 3.96532)
C (1.75405, -1.47803, 4.17564)
I (1.07088, -2.25824, 6.10597)
C (0.58727, 0.90415, 0.25038)
N (-0.32775, -0.24110, 0.03846)
C (-1.43468, 0.10947, 0.88921)
N (-2.66366, -0.25920, 0.68551)
P (-3.12309, -1.30077, -0.70827)
O (-2.69061, -2.85557, -0.21421)
Cl (-5.21339, -1.35157, -0.76994)
N (-0.99584, 0.95789, 1.97200)
H (-1.64159, 4.44577, 5.52932)
H (0.16190, 4.42738, 5.61594)
H (-0.76580, 2.87282, 5.69045)
H (-0.94721, 4.77282, 3.23501)
H (-1.50793, 3.07294, 3.37086)
H (1.31596, 4.27366, 2.99495)
H (1.28495, 2.70250, 3.82799)
H (1.45444, 2.92270, 1.20232)
H (1.52588, -0.60989, 1.89225)
H (2.53774, 0.81659, 2.31382)
H (1.99925, 0.62955, 4.57879)
H (0.24755, 0.08238, 4.30669)
H (1.39924, -2.14102, 3.34865)
H (2.85817, -1.58768, 4.20458)
H (1.60053, 0.48937, 0.03444)
H (0.30958, 1.72250, -0.45065)
H (0.01066, -1.11408, 0.46473)
H (-3.42727, 0.03359, 1.32758)
H (-1.86420, -2.74104, 0.29164)
H (-1.42459, 1.84762, 1.66288)
C (2.01480, 2.60024, -4.85248)
C (1.76143, 1.54314, -3.81559)
O (2.61493, 1.19949, -3.00729)
N (0.53096, 0.95945, -3.79346)
C (-0.60126, 1.22407, -4.65853)
H (3.03295, 2.96839, -4.74532)
H (1.89918, 2.17640, -5.86005)
H (1.32679, 3.43798, -4.71255)
H (0.43083, 0.26015, -3.07420)
H (-1.44532, 1.54629, -4.04394)
H (-0.87227, 0.30046, -5.17371)
H (-0.37808, 1.99159, -5.39306)
C (-4.87110, -8.08893, 1.81618)
C (-3.51176, -7.54027, 1.47141)
O (-2.48098, -8.00333, 1.92991)
N (-3.43964, -6.48624, 0.61897)
C (-4.50928, -5.77056, -0.03832)
H (-4.75488, -8.92195, 2.50509)
H (-5.47710, -7.32104, 2.30008)
H (-5.37216, -8.45054, 0.91671)
H (-2.49394, -6.18537, 0.44333)
H (-4.35790, -5.83935, -1.11753)
H (-4.44991, -4.72408, 0.26471)
H (-5.48965, -6.16452, 0.21239)
C (0.59382, -6.07854, 1.63557)
C (0.73894, -4.76695, 0.90771)
O (0.09488, -3.76381, 1.22191)
N (1.61734, -4.71140, -0.12300)
C (2.46252, -5.77180, -0.64055)
H (-0.13624, -5.97211, 2.43427)
H (0.24498, -6.85403, 0.95206)
H (1.54926, -6.36729, 2.07635)
H (1.66473, -3.80552, -0.56293)
H (3.50426, -5.45567, -0.56730)
H (2.21600, -5.93398, -1.69099)
H (2.32969, -6.69978, -0.09338)
C (4.09817, 1.49159, -8.86725)
C (2.63581, 1.49345, -8.51125)
O (2.23959, 1.20635, -7.38672)
N (1.74720, 1.82665, -9.48111)
C (2.01569, 2.19380, -10.85874)
H (4.67794, 1.20650, -7.99255)
H (4.29248, 0.76973, -9.66197)
H (4.41185, 2.48849, -9.18109)
H (0.78856, 1.80590, -9.17031)
H (1.62017, 3.19512, -11.03764)
H (1.50205, 1.48924, -11.51508)
H (3.07796, 2.18274, -11.08213)
C (-6.36331, 1.01857, 2.85036)
C (-5.05043, 1.51121, 3.39827)
O (-3.97325, 1.00877, 3.07520)
N (-5.07576, 2.53985, 4.27363)
C (-6.22873, 3.26265, 4.77841)
H (-6.17974, 0.19344, 2.16511)
H (-6.99916, 0.65939, 3.66047)
H (-6.86761, 1.81667, 2.30355)
H (-4.16006, 2.81405, 4.59728)
H (-6.12090, 4.31671, 4.51866)
H (-6.25217, 3.16737, 5.86486)
H (-7.15852, 2.88447, 4.36500)
C (4.89220, 2.93392, 2.15602)
C (4.42838, 3.90757, 1.10506)
O (3.26032, 3.96596, 0.73483)
N (5.35015, 4.73843, 0.56409)
C (6.76711, 4.82625, 0.86292)
H (4.04512, 2.34164, 2.49252)
H (5.64382, 2.26007, 1.74176)
H (5.30116, 3.46992, 3.01383)
H (4.96849, 5.36122, -0.13120)
H (6.98928, 5.83658, 1.21019)
H (7.32969, 4.63609, -0.05247)
H (7.06726, 4.11164, 1.62322)

Atom charges from the Löwdin analysis, given in e for atoms 1 to 99: number 1, C, carries -0.115; number 2, C, carries -0.231; number 3, C, carries -0.200; number 4, N, carries 0.007; number 5, C, carries -0.430; number 6, C, carries -0.111; number 7, C, carries -0.289; number 8, C, carries -0.637; number 9, I, carries 0.694; number 10, C, carries -0.106; number 11, N, carries 0.066; number 12, C, carries -0.317; number 13, N, carries -0.046; number 14, P, carries 0.626; number 15, O, carries -0.345; number 16, Cl, carries 0.207; number 17, N, carries 0.170; number 18, H, carries 0.065; number 19, H, carries 0.077; number 20, H, carries 0.073; number 21, H, carries 0.107; number 22, H, carries 0.077; number 23, H, carries 0.127; number 24, H, carries 0.106; number 25, H, carries 0.079; number 26, H, carries 0.102; number 27, H, carries 0.116; number 28, H, carries 0.104; number 29, H, carries 0.088; number 30, H, carries 0.034; number 31, H, carries 0.046; number 32, H, carries 0.137; number 33, H, carries 0.142; number 34, H, carries 0.113; number 35, H, carries 0.095; number 36, H, carries 0.012; number 37, H, carries 0.141; number 38, C, carries -0.014; number 39, C, carries -0.547; number 40, O, carries 0.007; number 41, N, carries 0.002; number 42, C, carries -0.076; number 43, H, carries 0.087; number 44, H, carries 0.038; number 45, H, carries 0.086; number 46, H, carries 0.120; number 47, H, carries 0.076; number 48, H, carries 0.083; number 49, H, carries 0.076; number 50, C, carries -0.007; number 51, C, carries -0.554; number 52, O, carries 0.028; number 53, N, carries 0.008; number 54, C, carries -0.079; number 55, H, carries 0.085; number 56, H, carries 0.085; number 57, H, carries 0.086; number 58, H, carries 0.127; number 59, H, carries 0.087; number 60, H, carries 0.057; number 61, H, carries 0.078; number 62, C, carries 0.001; number 63, C, carries -0.532; number 64, O, carries -0.020; number 65, N, carries 0.013; number 66, C, carries -0.061; number 67, H, carries 0.088; number 68, H, carries 0.088; number 69, H, carries 0.093; number 70, H, carries 0.138; number 71, H, carries 0.088; number 72, H, carries 0.088; number 73, H, carries 0.079; number 74, C, carries -0.002; number 75, C, carries -0.524; number 76, O, carries -0.001; number 77, N, carries 0.010; number 78, C, carries -0.070; number 79, H, carries 0.087; number 80, H, carries 0.088; number 81, H, carries 0.088; number 82, H, carries 0.141; number 83, H, carries 0.085; number 84, H, carries 0.086; number 85, H, carries 0.075; number 86, C, carries 0.002; number 87, C, carries -0.525; number 88, O, carries -0.012; number 89, N, carries 0.021; number 90, C, carries -0.058; number 91, H, carries 0.065; number 92, H, carries 0.094; number 93, H, carries 0.093; number 94, H, carries 0.138; number 95, H, carries 0.089; number 96, H, carries 0.090; number 97, H, carries 0.077; number 98, C, carries 0.004; number 99, C, carries -0.530